# 1
{"formula": "C6H11BrO", "method": "ωB97M-V/def2-TZVPD", "e_lumo_ev": 0.71, "charge": 0, "relative_energy_kj_mol": 68.7, "orbital_gap_ha": 0.3613, "spin_multiplicity": 1, "e_homo_ev": -9.12, "elements": ["C", "C", "C", "C", "C", "C", "O", "Br", "H", "H", "H", "H", "H", "H", "H", "H", "H", "H", "H"], "xyz": [[-0.35720, -1.08428, -0.67661], [1.13988, -0.88083, -0.45119], [-1.13768, -0.18339, 0.26589], [1.66362, -1.33599, 0.94730], [-0.80857, 1.22366, -0.18254], [-1.00290, 2.32911, 0.60517], [-0.89677, 1.32003, -1.54781], [3.35393, -0.60596, 1.43034], [-0.59652, -0.92122, -1.80683], [-0.48402, -2.17536, -0.42400], [1.78351, -1.40151, -1.12087], [1.28785, 0.17422, -0.54839], [-2.19204, -0.23210, -0.02901], [-0.95828, -0.43087, 1.27606], [1.68119, -2.39628, 0.74032], [1.09198, -1.08098, 1.60918], [-1.17323, 2.41035, 1.65084], [-0.98929, 3.21571, -0.06630], [-1.40545, 2.05568, -1.67155]], "forces_ev_per_angstrom": [[0.8, -2.5, -0.9], [0.3, 0.9, 1.1], [0.2, 0.4, -3.0], [4.4, -2.6, -8.7], [-2.4, 1.3, 3.1], [1.0, -0.7, -3.6], [2.2, -2.6, 0.7], [0.5, 0.0, -0.1], [0.3, -0.3, 2.3], [-0.6, 0.8, -0.4], [0.2, -0.2, -1.1], [0.6, 0.8, -0.2], [-0.1, -0.4, 0.6], [0.0, 0.1, 1.1], [0.5, -0.5, 1.1], [-6.3, 2.5, 7.5], [0.1, -0.2, 0.5], [0.0, 0.0, 1.2], [-1.9, 3.2, -1.1]], "lowdin_charge": [-0.213, -0.278, -0.135, -0.617, -0.408, 0.077, 0.042, 0.669, 0.147, 0.122, 0.097, 0.080, 0.131, 0.104, 0.078, -0.072, 0.050, 0.072, 0.053]}


# 2
{"formula": "C6H11CeClCoF5", "method": "ωB97M-V/def2-TZVPD", "e_lumo_ev": [5.25, 5.13], "charge": -2, "s2": 6.028, "orbital_gap_ha": [0.1252, 0.1853], "spin_multiplicity": 5, "e_homo_ev": [1.84, 0.09], "elements": ["Ce", "Cl", "C", "H", "H", "H", "Co", "C", "C", "C", "H", "H", "H", "H", "H", "H", "H", "H", "F", "C", "F", "C", "F", "F", "F"], "xyz": [[0.22354, -0.46609, 0.29861], [-1.01672, 1.96607, -0.29352], [-1.64778, -1.19315, 1.46615], [-1.51217, -1.94993, 2.25336], [-2.28619, -1.57524, 0.65092], [-2.05806, -0.25691, 1.87831], [-0.24646, 0.49004, -1.72628], [-1.70170, 0.30214, -2.90876], [1.59744, 0.90816, -1.95183], [0.18429, -1.52755, -1.71551], [2.37771, 0.76989, -1.17294], [1.85844, 0.29326, -2.83663], [1.60061, 1.96601, -2.25275], [-2.59109, -0.16405, -2.42929], [-1.93919, 1.32473, -3.25856], [-1.31196, -0.29179, -3.75998], [-0.54400, -1.89302, -2.46794], [1.18979, -1.64432, -2.19631], [0.98305, -1.42763, 3.26959], [0.40368, -0.19118, 3.03268], [-0.52878, 0.06634, 4.00407], [1.46968, 0.86869, 3.04247], [2.32855, 0.69813, 4.06166], [2.25763, 0.82961, 1.87105], [0.90970, 2.09779, 3.14142]], "forces_ev_per_angstrom": [[2.3, -1.3, 4.5], [-0.9, 1.5, 1.4], [-1.5, -0.6, 0.2], [-0.2, 0.1, -0.1], [-0.3, -0.1, 0.2], [-0.1, -0.3, 0.0], [-0.7, 0.5, -3.4], [-1.3, 0.4, -2.0], [2.0, 0.9, -0.9], [-0.3, -1.7, -1.0], [-0.1, 0.0, -0.3], [0.2, 0.4, 0.4], [0.4, 0.1, 0.0], [0.5, 0.2, -0.3], [-0.4, -0.2, -0.1], [-0.6, 0.1, 0.2], [0.3, -0.4, 0.4], [-0.3, 0.2, 0.2], [0.6, -0.4, 0.8], [0.0, 1.4, -2.9], [0.2, -0.1, 0.8], [-1.4, -1.1, 0.5], [1.5, 0.8, 0.6], [-0.7, 0.1, 1.1], [0.8, -0.5, -0.2]], "mulliken_spin": [1.253, 0.054, 0.045, 0.003, -0.007, 0.006, 2.648, 0.056, -0.014, -0.102, -0.012, 0.005, 0.028, 0.006, 0.006, -0.014, -0.011, 0.062, 0.003, -0.017, 0.004, -0.012, 0.001, 0.005, 0.001]}


# 3
{"formula": "C6H11Cl2O3P", "method": "ωB97M-V/def2-TZVPD", "e_lumo_ev": -0.17, "charge": 0, "relative_energy_kj_mol": 119.8, "orbital_gap_ha": 0.3085, "spin_multiplicity": 1, "e_homo_ev": -8.57, "elements": ["C", "C", "C", "C", "C", "C", "O", "O", "O", "P", "Cl", "Cl", "H", "H", "H", "H", "H", "H", "H", "H", "H", "H", "H"], "xyz": [[-0.72091, 0.56612, -1.33408], [-0.95353, -0.75516, -1.45215], [-2.65104, -2.02863, -2.55404], [4.36965, -0.67034, 1.82352], [2.47361, 3.83448, 1.58649], [-2.33151, -1.34349, -1.21799], [1.41682, 1.04826, 1.61744], [4.14422, 0.43788, 1.40334], [2.80794, 2.86405, 0.67596], [2.38167, 1.27376, 0.57134], [0.69912, 1.53303, -1.50501], [-1.95640, -2.43103, 0.18524], [-1.48934, 1.27211, -0.97370], [-3.55349, -2.53288, -2.45503], [-2.70543, -1.23369, -3.19622], [-1.92748, -2.71747, -2.85140], [-0.27586, -1.50840, -1.44680], [3.74668, -1.15212, 2.46802], [5.36756, -1.20326, 1.48589], [2.54864, 4.80594, 0.99266], [3.07928, 3.90592, 2.49745], [1.42284, 3.89521, 1.96148], [-3.13815, -0.76293, -0.95491]], "forces_ev_per_angstrom": [[-1.3, -0.2, 0.5], [-2.0, 4.3, 1.3], [0.0, -0.3, 3.0], [3.9, 0.6, -2.4], [-1.4, 3.2, 0.3], [3.2, -1.8, -1.3], [-1.8, -0.9, 1.9], [1.2, -0.1, 0.5], [0.7, -1.7, -1.0], [1.1, 1.6, -1.1], [-0.3, -0.4, -1.1], [-0.8, -0.4, -0.1], [0.0, -0.8, -0.6], [-1.9, -0.9, -0.2], [-0.3, 1.8, -2.1], [1.4, -1.0, -0.5], [2.5, -1.8, -0.8], [-2.1, -1.5, 1.9], [-1.8, 0.8, 0.7], [0.3, -0.9, 1.0], [0.4, -0.3, -0.4], [0.5, -0.9, -0.5], [-1.4, 1.8, 0.8]], "lowdin_charge": [-0.516, -0.238, -0.082, -0.059, -0.204, -0.666, -0.410, -0.153, -0.405, 0.650, 0.631, 0.599, 0.077, 0.061, 0.061, 0.068, 0.059, 0.059, 0.132, 0.099, 0.080, 0.085, 0.072]}


# 4
{"formula": "C6H11ClN2O5S", "method": "ωB97M-V/def2-TZVPD", "e_lumo_ev": 0.29, "charge": 0, "relative_energy_kj_mol": 75.1, "orbital_gap_ha": 0.3535, "spin_multiplicity": 1, "e_homo_ev": -9.33, "elements": ["C", "C", "C", "C", "C", "C", "N", "N", "O", "O", "O", "O", "O", "S", "Cl", "H", "H", "H", "H", "H", "H", "H", "H", "H", "H", "H"], "xyz": [[-2.89501, 0.38285, 1.39875], [-0.38611, -0.92405, 1.79220], [2.70008, -1.85228, 1.83761], [1.12025, 1.27100, -1.40994], [-0.07636, 2.53887, -2.96492], [1.29857, -2.47266, 1.55704], [-2.02182, 0.59003, 2.27357], [0.10448, 1.46339, -2.09315], [-0.32928, -0.62958, 0.61697], [-2.39925, 1.35450, -1.02301], [-2.04540, 0.22118, -3.15126], [0.28477, -1.90783, 2.41315], [-1.06686, -0.33580, 2.70029], [-1.60018, 0.37038, -1.72355], [-3.28054, -0.98907, 0.47541], [3.51319, -2.25050, 1.21590], [2.64658, -0.78471, 1.64373], [3.10835, -2.08225, 2.72598], [1.11989, 0.19221, -0.95533], [-3.61668, 1.12961, 1.19174], [1.97174, 2.00385, -1.43151], [-0.92630, 3.00880, -2.62193], [0.74345, 3.38566, -2.99618], [-0.40546, 2.12853, -3.84268], [1.23551, -3.48493, 1.97521], [1.20240, -2.32716, 0.39591]], "forces_ev_per_angstrom": [[0.2, -1.0, 0.1], [1.6, -1.2, -1.9], [-1.3, 0.2, -3.0], [1.5, -2.4, 0.8], [2.2, 2.8, 1.1], [1.9, -0.6, -0.7], [0.0, 1.7, 0.7], [0.4, 0.3, 0.1], [0.2, -0.2, 0.9], [0.5, 0.7, 0.1], [1.0, 0.2, 2.4], [0.2, 1.1, -1.7], [-2.6, 0.8, 1.3], [-1.8, -1.2, -3.3], [-0.1, -1.3, 0.2], [-0.7, -0.1, -0.7], [0.1, 0.2, 0.2], [0.7, -0.3, 3.8], [0.5, 2.4, 0.0], [-0.1, 1.0, 0.2], [-0.6, -1.0, 0.2], [-2.1, 1.5, 0.8], [-1.2, -2.1, -0.2], [-0.2, -0.8, -2.8], [0.5, -0.2, -1.2], [-0.9, -0.7, 2.5]], "lowdin_charge": [-0.595, -0.644, -0.056, 0.023, -0.098, -0.182, 0.067, -0.253, -0.005, -0.468, -0.467, 0.042, 0.085, 0.777, 0.744, 0.085, 0.079, 0.023, 0.112, 0.070, 0.115, 0.059, 0.148, 0.061, 0.125, 0.155]}


# 5
{"formula": "C6H11ClO4", "method": "ωB97M-V/def2-TZVPD", "e_lumo_ev": -0.02, "charge": 0, "relative_energy_kj_mol": 439.6, "orbital_gap_ha": 0.3435, "spin_multiplicity": 1, "e_homo_ev": -9.37, "elements": ["C", "C", "C", "C", "C", "C", "H", "H", "H", "H", "H", "H", "H", "H", "H", "H", "H", "O", "O", "O", "O", "Cl"], "xyz": [[-1.22462, 2.05512, 1.34017], [0.00713, 1.70095, 0.55103], [0.66392, 0.39644, -1.42062], [0.44480, -0.96569, -0.71861], [0.08932, -0.66416, 0.87293], [0.71657, 0.55049, 1.33324], [-1.79000, 1.09881, 1.52845], [-0.90258, 2.73555, 2.20524], [-1.97728, 2.52977, 0.70754], [0.81278, 2.49735, 0.11850], [1.51695, 0.99165, -1.22172], [-0.16343, -0.59951, -3.10285], [1.26715, -1.74753, -0.91167], [-1.05697, -0.37043, 0.95995], [0.76879, -0.87789, 2.60900], [1.73360, 0.59463, 0.84159], [1.95331, 0.81651, 2.92485], [-0.37399, 1.14191, -0.60102], [0.42314, 0.42026, -2.77917], [0.34968, -1.68417, 1.74201], [0.88424, 0.58214, 2.83240], [-0.97704, -1.75229, -1.64480]], "forces_ev_per_angstrom": [[-0.4, 1.2, 0.2], [2.5, 1.4, 0.8], [-3.1, -0.2, 0.4], [0.8, -1.0, 0.5], [-3.9, -2.1, -1.4], [3.8, 3.1, -1.3], [0.9, 1.0, 0.8], [-1.0, -1.4, -0.9], [0.4, 0.7, 0.0], [-1.6, -0.7, 2.3], [1.6, -0.1, 0.1], [2.3, 4.3, 2.0], [-1.1, 1.3, 0.8], [1.8, -1.3, -0.9], [-1.4, -3.3, -2.0], [-0.3, -0.3, 1.3], [-4.4, -0.9, -0.1], [-1.8, -1.0, -4.4], [-1.8, -3.6, -0.4], [2.2, 2.2, 3.1], [3.9, 0.6, -1.9], [0.7, 0.2, 1.0]], "lowdin_charge": [-0.019, -0.425, -0.394, -0.371, -0.446, -0.292, 0.100, 0.119, 0.085, 0.195, 0.135, 0.166, 0.135, 0.160, 0.206, 0.159, 0.222, -0.139, -0.097, -0.096, -0.048, 0.644]}


# 6
{"formula": "C6H11ClOS2", "method": "ωB97M-V/def2-TZVPD", "e_lumo_ev": 0.28, "charge": 0, "relative_energy_kj_mol": 0.0, "orbital_gap_ha": 0.3464, "spin_multiplicity": 1, "e_homo_ev": -9.14, "elements": ["C", "C", "C", "C", "C", "C", "O", "S", "S", "Cl", "H", "H", "H", "H", "H", "H", "H", "H", "H", "H", "H"], "xyz": [[2.29971, 0.84110, 0.55244], [-3.14960, 0.63369, 0.35850], [-2.01148, 0.33030, -0.57598], [-0.71013, -0.10920, 0.18078], [0.38119, -0.54712, -0.82552], [1.74761, -0.73264, -0.12509], [3.02995, 0.85933, 1.49811], [3.01277, -0.88871, -1.49842], [1.73993, -2.03567, 1.12464], [1.97252, 2.03896, -0.58533], [-4.02286, 1.01845, -0.16277], [-2.68842, 1.44064, 1.13871], [-3.52467, -0.19009, 0.94507], [-1.71690, 1.34539, -1.04177], [-2.43849, -0.50976, -1.16719], [-0.32537, 0.77179, 0.74735], [-0.91445, -1.10261, 0.74847], [0.21871, -1.49796, -1.25316], [0.66350, 0.22433, -1.58635], [3.92905, -0.58325, -0.53611], [2.50742, -1.30699, 2.06364]], "forces_ev_per_angstrom": [[0.3, -4.7, 0.1], [1.1, 2.5, 2.4], [0.8, 0.4, 0.6], [-0.7, -1.7, -1.1], [1.6, 1.9, 1.2], [0.4, 2.6, 0.3], [-1.0, 0.8, -0.8], [0.1, -0.1, 1.6], [1.0, 1.2, 0.9], [-0.1, 1.8, -0.1], [0.1, 0.4, 0.0], [-1.7, -1.6, -1.6], [0.3, -0.5, 0.2], [-0.7, -1.9, -0.3], [1.0, 0.8, -0.7], [-0.4, -1.0, 0.2], [0.2, 2.2, -0.1], [-0.8, -1.0, -0.9], [-1.1, -0.8, 0.3], [0.2, -0.4, -0.9], [-0.8, -0.8, -1.1]], "lowdin_charge": [-0.868, -0.158, -0.290, -0.226, -0.357, -1.055, 0.013, 0.714, 0.738, 0.786, 0.061, 0.124, 0.057, 0.136, 0.117, 0.106, 0.124, 0.090, 0.063, -0.101, -0.074]}


no.,strongest force on any atom (eV/Å)
1,10.1
2,5.2
3,4.9
4,4.0
5,5.3
6,4.7